Record 1
Entry from OMol25: a cluster of 4 separate species, C3H16N2O3 in total in a non-equilibrium geometry (wB97M-V/def2-TZVPD).

Summary:
max |F|	2.0	eV/Å
SMILES	CNCCN.O.O.O
energy above the lowest of the compared OMol25 structures with the same formula, charge and spin	1.3754	eV
highest occupied orbital energy	-8.93	eV
total charge	0
frontier orbital gap	0.3417	hartree

Structure (XYZ):
```
24
C3H16N2O3 wB97M-V/def2-TZVPD
N 1.97 1.01 0.78
C 0.65 1.37 0.25
C -0.43 1.62 1.34
N -1.44 0.56 1.28
C -2.56 0.83 2.19
H 2.33 0.23 0.25
H 1.98 0.80 1.78
H 0.70 2.34 -0.25
H 0.24 0.60 -0.39
H -0.03 1.78 2.35
H -0.89 2.56 1.04
H -1.00 -0.32 1.52
H -3.38 0.18 1.90
H -2.29 0.80 3.26
H -2.84 1.89 2.17
H 2.30 -2.90 -1.44
H 1.15 -2.07 -1.08
O 2.09 -1.97 -1.27
H 0.30 1.37 -2.16
H 1.17 0.99 -3.30
O 0.26 1.24 -3.12
H -1.14 -3.73 0.07
H -1.24 -2.98 -1.34
O -0.76 -3.62 -0.80
```



Record 2
Entry from OMol25: a structure of composition C6H6Cl2N2O3ScTl in a non-equilibrium geometry (wB97M-V/def2-TZVPD).

Summary:
max |F|	14.9	eV/Å
energy above the lowest of the compared OMol25 structures with the same formula, charge and spin	4.5726	eV
highest occupied orbital energy (spin up / spin down)	-22.65 / -22.65	eV
total charge	+4
frontier orbital gap (spin up / spin down)	0.1432 / 0.1433	hartree

Structure (XYZ):
```
21
C6H6Cl2N2O3ScTl wB97M-V/def2-TZVPD
Sc -0.48 -0.26 -4.26
Tl 0.19 0.11 -1.37
Cl -1.15 -1.64 -2.42
Cl -1.07 1.70 -2.98
C 1.14 1.65 -0.63
C 0.05 -1.80 -5.29
C 0.13 0.85 -5.72
O 1.73 2.56 -0.19
O 0.36 -2.74 -5.90
O 0.49 1.54 -6.59
C 1.02 -0.79 3.63
N -0.21 -0.31 2.90
C -1.13 0.60 3.67
C -0.38 -0.53 1.69
N -0.58 -0.67 0.53
H 1.04 -0.46 4.67
H 1.90 -0.38 3.12
H 1.03 -1.88 3.59
H -1.14 1.57 3.18
H -2.13 0.15 3.66
H -0.81 0.73 4.70
```



Record 3
Entry from OMol25: a structure of composition C41H56BBeN8O11 in a non-equilibrium geometry (wB97M-V/def2-TZVPD).

Summary:
max |F|	14.4	eV/Å
highest occupied orbital energy	-12.05	eV
total charge	+1
frontier orbital gap	0.2257	hartree

Structure (XYZ):
```
118
C41H56BBeN8O11 wB97M-V/def2-TZVPD
Be 8.42 3.45 -24.48
O 9.88 7.29 -25.89
C 8.66 7.03 -25.95
O 7.81 7.59 -26.85
B 6.47 7.01 -26.75
O 6.67 5.86 -25.79
C 7.90 5.84 -25.34
O 8.35 5.11 -24.43
O 6.04 6.48 -28.03
C 4.75 6.72 -28.33
O 4.05 6.48 -29.29
C 4.42 7.91 -27.35
O 5.36 7.91 -26.40
O 3.43 8.59 -27.21
N 6.86 3.26 -25.30
C 5.83 4.10 -24.98
C 4.49 3.86 -25.35
C 4.23 2.75 -26.16
C 5.30 1.96 -26.63
C 6.56 2.24 -26.20
H 5.95 4.96 -24.34
H 3.73 4.55 -25.03
H 3.24 2.42 -26.44
H 5.15 1.09 -27.25
H 7.35 1.55 -26.43
N 9.90 4.35 -24.67
C 10.92 4.09 -25.52
C 12.13 4.77 -25.51
C 12.30 5.78 -24.63
C 11.27 6.10 -23.73
C 10.07 5.40 -23.83
H 10.78 3.35 -26.29
H 12.97 4.60 -26.17
H 13.21 6.35 -24.64
H 11.33 6.82 -22.92
H 9.23 5.63 -23.20
C 1.76 5.37 -27.24
C 2.89 4.76 -28.07
O 2.34 3.43 -28.23
C 1.62 3.14 -27.09
O 1.27 2.03 -26.78
O 1.24 4.20 -26.55
H 1.01 5.91 -27.82
H 2.14 6.10 -26.52
H 3.88 4.77 -27.63
H 3.00 5.22 -29.05
C 8.19 9.43 -27.90
C 7.08 10.12 -27.05
C 5.91 10.72 -27.89
C 6.38 11.72 -28.83
N 6.73 12.49 -29.66
H 8.70 10.09 -28.58
H 7.83 8.65 -28.57
H 8.96 9.01 -27.25
H 7.47 11.01 -26.55
H 6.84 9.39 -26.28
H 5.15 11.09 -27.20
H 5.26 10.06 -28.46
C 12.71 7.92 -27.28
C 11.50 7.14 -27.84
C 10.30 8.14 -28.17
C 10.62 9.40 -28.83
N 10.76 10.39 -29.39
H 12.49 8.65 -26.50
H 13.06 8.57 -28.08
H 13.53 7.33 -26.86
H 11.21 6.36 -27.14
H 11.79 6.61 -28.75
H 9.79 8.24 -27.21
H 9.55 7.68 -28.81
C 9.16 9.64 -24.87
C 10.05 10.39 -25.86
C 10.70 11.65 -25.33
C 11.70 11.51 -24.22
N 12.43 11.37 -23.31
H 9.64 9.50 -23.90
H 8.86 8.63 -25.13
H 8.24 10.17 -24.63
H 9.42 10.69 -26.70
H 10.80 9.71 -26.27
H 9.89 12.25 -24.90
H 11.11 12.27 -26.12
C -0.33 7.85 -26.77
C 1.13 8.24 -27.07
C 1.74 9.54 -26.48
C 1.55 9.58 -25.04
N 1.42 9.66 -23.96
H -0.65 7.05 -27.44
H -0.86 8.78 -26.95
H -0.56 7.48 -25.76
H 1.39 8.26 -28.12
H 1.65 7.35 -26.72
H 1.45 10.47 -26.96
H 2.80 9.68 -26.66
C 3.69 7.99 -23.66
C 5.05 7.38 -23.39
C 6.22 8.27 -23.84
C 6.48 9.67 -23.35
N 6.73 10.74 -23.00
H 3.40 8.87 -23.08
H 2.93 7.21 -23.57
H 3.78 8.41 -24.67
H 5.23 6.52 -24.03
H 5.09 7.08 -22.35
H 6.06 8.32 -24.92
H 7.12 7.66 -23.80
C 10.17 4.74 -29.15
C 8.92 5.55 -29.02
C 7.86 4.65 -28.30
C 8.32 4.09 -26.98
N 8.68 3.64 -25.97
H 10.88 5.24 -29.81
H 10.10 3.67 -29.35
H 10.67 4.85 -28.20
H 8.50 5.73 -30.00
H 9.12 6.45 -28.44
H 7.69 3.80 -28.95
H 6.84 5.02 -28.17
```